The following is a DFT calculation (ωB97M-V/def2-TZVPD) of a molecular structure, C6H12BF4N5OSSn at a distorted geometry.

Calculated values
energy	-44134.605	eV
charge	0
max |F|	0.0291	hartree/bohr

Each line ends with the Löwdin charge.
Positions of all 31 atoms, in Å:
Sn: 0.573 0.361 -1.269  1.149
S: -2.169 -0.188 -1.432  0.561
F: 0.261 -1.665 2.970  0.164
F: 2.147 -0.586 2.218  0.159
F: 0.225 -0.611 0.927  -0.045
F: 1.438 -2.534 1.194  0.117
O: 2.614 1.278 -0.258  -0.126
N: -3.349 -1.870 0.307  0.031
N: 3.236 2.216 1.683  0.187
N: -1.402 -2.535 -0.177  -0.083
N: -3.187 -3.033 0.997  0.129
N: -0.125 -2.593 -0.698  0.077
C: 2.315 1.935 0.746  -0.559
C: 0.925 2.472 0.962  -0.224
C: 0.077 2.351 -0.307  -0.351
C: -1.996 -3.426 0.701  -0.319
C: -1.321 -4.640 1.208  0.014
C: -2.282 -1.525 -0.424  -0.762
B: 1.055 -1.364 1.886  -1.210
H: 0.336 3.170 -0.985  0.044
H: -0.398 -4.367 1.722  0.085
H: -4.190 -1.331 0.411  0.152
H: 4.084 1.673 1.661  0.122
H: 0.497 1.849 1.755  0.118
H: 0.553 -2.601 0.066  0.014
H: -0.976 2.467 -0.050  0.031
H: -1.991 -5.143 1.899  0.089
H: -1.084 -5.319 0.388  0.089
H: 0.985 3.496 1.342  0.116
H: -0.017 -3.427 -1.263  0.117
H: 2.937 2.553 2.581  0.115